1.
C4H2CuFLiO4 | ωB97M-V with the def2-TZVPD basis set

XYZ file:
```
13
Properties=species:S:1:pos:R:3:lowdin_charge:R:1
O -1.286 -0.254 2.190 -0.009
C -1.296 -0.145 0.977 -0.442
O -1.185 0.996 0.406 0.072
O 2.232 0.743 0.837 0.068
C 1.812 0.042 1.676 0.089
C -0.039 0.800 -0.893 0.034
O -0.243 -1.087 0.189 -0.141
C -0.162 -0.692 -1.236 -0.296
Li 0.166 0.364 3.290 0.801
H 0.922 1.223 -1.209 0.119
H -0.602 1.479 -1.544 0.112
F -1.140 -0.583 -2.283 -0.094
Cu 0.819 -2.887 -2.400 0.685
```

Its charge is +1. The HOMO energy (alpha / beta) is -11.945 / -11.944 eV. The value obtained for the gap between HOMO and LUMO (alpha / beta) is 7.09 / 7.09 eV. The energy above the lowest of the compared OMol25 structures with the same formula, charge and spin is 230.07 kJ/mol. The calculated total energy is -2201.99576 Eh.

=====

2.
C36H86N2O8 | ωB97M-V with the def2-TZVPD basis set

XYZ file:
```
132
Properties=species:S:1:pos:R:3:lowdin_charge:R:1
C -3.320 -1.536 -1.933 -0.012
C -4.364 -0.475 -2.454 -0.489
C -4.617 -0.654 -3.971 -0.029
C -5.698 -0.712 -1.798 -0.129
C -6.745 0.459 -1.939 -0.176
C -6.141 1.719 -1.488 -0.193
C -4.804 2.087 -2.117 -0.462
C -5.064 2.703 -3.572 -0.010
C -4.214 3.231 -1.256 -0.036
N -3.903 0.898 -2.089 -0.074
O -2.604 1.136 -2.618 -0.020
H -2.422 -1.457 -2.546 0.070
H -3.030 -1.235 -0.927 0.063
H -3.742 -2.538 -1.851 0.082
H -5.450 -0.073 -4.367 0.061
H -3.778 -0.304 -4.572 0.083
H -4.890 -1.691 -4.164 0.083
H -6.204 -1.600 -2.176 0.120
H -5.560 -0.774 -0.718 0.105
H -7.061 0.623 -2.969 0.098
H -7.659 0.304 -1.365 0.114
H -5.941 1.594 -0.423 0.088
H -6.838 2.557 -1.499 0.133
H -5.392 3.741 -3.626 0.075
H -5.811 2.070 -4.050 0.056
H -4.057 2.653 -3.987 0.074
H -3.252 3.617 -1.592 0.081
H -4.113 2.816 -0.253 0.063
H -4.751 4.173 -1.144 0.083
H -2.097 1.410 -1.850 0.046
C 4.698 -3.025 3.731 -0.059
C 4.366 -1.588 3.750 -0.494
C 3.288 -1.352 4.879 -0.006
C 5.676 -0.934 4.164 -0.123
C 5.591 0.641 4.106 -0.169
C 5.384 1.039 2.668 -0.138
C 4.152 0.329 2.030 -0.480
C 2.926 1.179 2.426 -0.017
C 4.377 0.418 0.523 -0.023
N 4.015 -1.073 2.409 -0.148
O 2.926 -1.642 1.869 0.006
H 4.872 -3.463 4.714 0.098
H 3.864 -3.590 3.316 0.089
H 5.460 -3.360 3.027 0.087
H 2.311 -1.577 4.451 0.068
H 3.365 -1.940 5.794 0.086
H 3.170 -0.345 5.277 0.065
H 5.886 -1.098 5.221 0.121
H 6.530 -1.297 3.592 0.125
H 4.763 0.934 4.751 0.092
H 6.535 1.016 4.502 0.110
H 6.267 0.661 2.153 0.122
H 5.279 2.122 2.597 0.121
H 1.944 0.780 2.171 0.067
H 3.018 2.258 2.301 0.091
H 2.928 1.226 3.515 0.066
H 3.573 0.052 -0.115 0.072
H 5.213 -0.240 0.287 0.084
H 4.642 1.445 0.271 0.081
H 2.221 -1.269 2.403 0.084
C -4.841 1.594 2.681 -0.066
C -6.318 1.536 2.571 -0.558
C -6.943 0.189 2.484 -0.048
O -6.949 2.282 3.589 -0.026
H -4.552 1.249 3.674 0.089
H -4.610 2.650 2.542 0.084
H -4.366 1.069 1.852 0.073
H -6.541 2.031 1.626 0.117
H -8.031 0.265 2.491 0.088
H -6.674 -0.472 3.308 0.078
H -6.539 -0.385 1.651 0.072
H -6.542 3.140 3.446 0.084
C -2.923 -1.174 3.141 -0.068
C -2.286 -1.898 4.336 -0.485
C -2.680 -3.381 4.322 -0.051
O -0.929 -1.794 4.063 -0.060
H -2.589 -0.143 3.029 0.048
H -4.013 -1.179 3.171 0.069
H -2.589 -1.516 2.162 0.084
H -2.496 -1.518 5.336 0.138
H -1.887 -3.958 4.799 0.073
H -2.638 -3.805 3.319 0.082
H -3.554 -3.598 4.936 0.080
H -0.662 -0.912 4.332 0.088
C 3.876 -2.961 -1.411 -0.046
C 4.476 -3.810 -0.227 -0.464
C 5.312 -5.043 -0.593 -0.051
O 5.301 -2.967 0.538 -0.069
H 3.014 -2.338 -1.173 0.062
H 3.610 -3.634 -2.226 0.067
H 4.689 -2.356 -1.811 0.076
H 3.646 -4.121 0.408 0.128
H 5.477 -5.619 0.318 0.072
H 6.304 -4.798 -0.971 0.079
H 4.843 -5.770 -1.257 0.072
H 4.724 -2.500 1.147 0.026
C 1.825 4.888 -3.229 -0.048
C 2.694 3.652 -3.322 -0.525
C 3.652 3.548 -2.135 -0.044
O 1.816 2.628 -3.218 -0.067
H 1.378 4.952 -2.237 0.086
H 1.090 4.994 -4.027 0.083
H 2.384 5.804 -3.421 0.076
H 3.224 3.605 -4.274 0.139
H 4.111 2.562 -2.068 0.066
H 3.184 3.632 -1.155 0.080
H 4.441 4.274 -2.332 0.081
H 2.155 1.743 -3.370 0.045
C 1.401 -1.576 -4.269 -0.038
C 2.844 -1.108 -4.306 -0.454
C 3.435 -1.191 -5.689 -0.053
O 2.821 0.280 -4.035 -0.076
H 0.722 -1.097 -4.975 0.089
H 0.934 -1.395 -3.301 0.059
H 1.233 -2.641 -4.430 0.084
H 3.440 -1.591 -3.531 0.106
H 3.588 -2.254 -5.876 0.089
H 4.395 -0.689 -5.803 0.085
H 2.783 -0.778 -6.459 0.093
H 3.348 0.721 -4.706 0.089
C -1.053 1.261 0.758 -0.053
C 0.078 1.301 -0.177 -0.490
C 0.549 -0.040 -0.778 -0.013
O -0.261 2.057 -1.320 -0.077
H -0.774 0.768 1.690 0.070
H -1.985 0.793 0.441 0.072
H -1.309 2.272 1.073 0.093
H 0.848 1.975 0.199 0.130
H 1.133 0.209 -1.664 0.065
H -0.388 -0.420 -1.186 0.069
H 0.913 -0.801 -0.088 0.075
H 0.516 2.259 -1.846 0.052
```

Its charge is 0. As for the SMILES: CC1(C)CCCC(C)(C)N1O.CC1(C)CCCC(C)(C)N1O.CC(C)O.CC(C)O.CC(C)O.CC(C)O.CC(C)O.CC(C)O. The HOMO energy is -7.946 eV. The value obtained for the gap between HOMO and LUMO is 8.37 eV. The energy above the lowest of the compared OMol25 structures with the same formula, charge and spin is 300.55 kJ/mol. The calculated total energy is -2134.48198 Eh.

=====

3.
C43H38N7O15Y | ωB97M-V with the def2-TZVPD basis set

XYZ file:
```
104
Properties=species:S:1:pos:R:3:lowdin_charge:R:1
Y 10.008 -32.220 4.919 2.024
C 13.426 -31.861 3.955 -0.240
O 12.318 -32.093 4.753 -0.422
H 14.267 -32.540 4.132 0.080
H 13.264 -32.012 2.875 0.051
H 13.795 -30.831 4.005 0.064
C 14.660 -34.940 9.486 -0.034
C 14.498 -34.180 8.330 -0.060
C 13.261 -33.977 7.737 0.009
C 12.149 -34.471 8.445 -0.137
C 12.304 -35.293 9.559 0.018
C 13.557 -35.516 10.109 -0.027
N 10.800 -34.347 7.920 -0.308
O 10.596 -33.562 6.992 -0.112
O 9.928 -35.008 8.392 0.169
H 15.629 -34.937 9.966 0.122
H 15.375 -33.724 7.889 0.117
H 13.062 -33.455 6.808 0.100
H 11.412 -35.678 10.031 0.128
H 13.700 -36.054 11.034 0.123
C 16.402 -28.270 1.496 -0.054
C 15.336 -29.169 1.332 -0.078
C 14.433 -29.008 0.290 0.016
C 14.562 -27.916 -0.568 -0.139
C 15.569 -26.994 -0.351 -0.007
C 16.530 -27.189 0.632 -0.044
N 13.592 -27.707 -1.626 -0.305
O 12.872 -28.660 -1.889 0.007
O 13.533 -26.649 -2.208 0.123
H 17.038 -28.322 2.370 0.115
H 15.212 -29.988 2.027 0.088
H 13.628 -29.723 0.205 0.096
H 15.632 -26.114 -0.979 0.130
H 17.270 -26.420 0.799 0.119
C 13.878 -28.091 9.409 -0.026
C 13.837 -28.574 8.098 -0.033
C 12.687 -29.227 7.657 0.007
C 11.689 -29.556 8.554 -0.141
C 11.753 -29.091 9.872 0.013
C 12.844 -28.369 10.301 -0.038
N 10.550 -30.377 8.191 -0.309
O 9.635 -30.508 8.946 0.163
O 10.559 -30.848 7.045 -0.107
H 14.692 -27.426 9.669 0.120
H 14.652 -28.482 7.397 0.115
H 12.694 -29.490 6.607 0.101
H 10.947 -29.318 10.556 0.127
H 12.866 -28.069 11.339 0.122
C 15.868 -32.717 0.872 -0.080
C 15.682 -34.017 0.390 -0.078
C 16.737 -34.689 -0.203 0.024
C 17.993 -34.068 -0.260 -0.129
C 18.169 -32.795 0.236 0.006
C 17.093 -32.097 0.766 -0.066
N 19.057 -34.750 -1.010 -0.356
O 18.750 -35.577 -1.839 0.102
O 20.193 -34.431 -0.721 0.096
H 15.051 -32.269 1.429 0.075
H 14.674 -34.400 0.464 0.063
H 16.620 -35.658 -0.668 0.125
H 19.105 -32.259 0.144 0.127
H 17.289 -31.117 1.179 0.092
C 11.954 -25.399 0.446 -0.061
C 10.968 -26.391 0.588 -0.039
C 11.124 -27.298 1.616 0.001
C 12.296 -27.242 2.412 -0.160
C 13.248 -26.282 2.220 0.002
C 13.121 -25.367 1.162 -0.044
N 12.427 -28.181 3.517 -0.352
O 11.673 -29.128 3.550 0.022
O 13.263 -27.953 4.348 0.098
H 11.769 -24.656 -0.322 0.122
H 10.055 -26.296 0.020 0.118
H 10.434 -28.108 1.810 0.103
H 14.198 -26.334 2.735 0.124
H 13.933 -24.748 0.811 0.121
C 12.489 -31.419 -1.919 0.000
C 11.759 -30.699 -0.979 -0.081
C 11.374 -31.215 0.234 0.004
C 11.625 -32.563 0.479 -0.154
C 12.362 -33.296 -0.427 0.001
C 12.786 -32.764 -1.646 -0.003
N 11.086 -33.234 1.648 -0.298
O 11.327 -34.379 1.888 0.157
O 10.366 -32.538 2.401 -0.121
H 12.867 -30.920 -2.800 0.122
H 11.592 -29.645 -1.162 0.092
H 10.870 -30.621 0.983 0.108
H 12.653 -34.332 -0.293 0.113
H 13.457 -33.327 -2.277 0.124
C 13.857 -36.828 5.645 -0.081
C 13.002 -37.807 5.206 -0.065
C 12.772 -38.002 3.850 0.022
C 13.351 -37.105 2.941 -0.149
C 14.327 -36.197 3.374 0.013
C 14.500 -35.989 4.739 -0.062
N 13.075 -37.228 1.534 -0.354
O 13.854 -36.729 0.739 0.062
O 12.075 -37.830 1.203 0.102
H 14.029 -36.657 6.701 0.098
H 12.647 -38.536 5.925 0.116
H 12.206 -38.844 3.479 0.126
H 14.812 -35.542 2.663 0.101
H 15.174 -35.215 5.080 0.104
```

Its charge is +2. The HOMO energy is -13.480 eV. The value obtained for the gap between HOMO and LUMO is 5.73 eV. The energy above the lowest of the compared OMol25 structures with the same formula, charge and spin is 0.00 kJ/mol. The calculated total energy is -3210.41314 Eh.

=====

4.
C24H39N4Nb | ωB97M-V with the def2-TZVPD basis set

XYZ file:
```
68
Properties=species:S:1:pos:R:3:lowdin_charge:R:1
Nb -0.110 0.334 -0.200 1.899
N -1.493 1.781 0.174 -0.441
N 1.605 1.184 0.513 -0.372
N -1.105 -1.326 -1.054 -0.143
N 1.090 -0.758 -1.530 -0.178
H -0.570 3.579 -0.465 0.059
C -0.983 3.119 0.442 -0.151
H -0.183 3.073 1.187 0.066
H -1.836 3.692 0.822 0.082
H -3.296 2.373 -0.695 0.083
C -2.920 1.625 0.010 -0.168
H -3.394 1.709 0.996 0.080
H -3.151 0.623 -0.392 0.062
C 2.203 2.138 -0.412 -0.175
H 3.227 1.832 -0.681 0.075
H 1.606 2.215 -1.339 0.046
H 2.241 3.134 0.052 0.084
H 3.243 0.481 1.637 0.076
C 2.317 1.055 1.770 -0.142
H 2.586 2.052 2.163 0.084
H 1.699 0.538 2.513 0.061
C -2.354 -1.971 -1.341 -0.486
H -3.053 -1.291 -1.832 0.121
C -3.041 -2.351 -0.004 -0.059
H -3.133 -1.495 0.695 0.053
H -4.057 -2.757 -0.182 0.083
H -2.445 -3.129 0.515 0.092
C -2.200 -3.193 -2.217 -0.074
H -3.151 -3.720 -2.305 0.089
H -1.870 -2.902 -3.202 0.055
H -1.469 -3.868 -1.771 0.089
H 3.387 -1.383 -3.915 0.088
C 2.356 -1.309 -3.572 -0.064
H 1.938 -2.304 -3.464 0.078
H 1.787 -0.759 -4.310 0.054
C 2.327 -0.571 -2.270 -0.456
H 2.427 0.498 -2.495 0.112
C 3.509 -0.926 -1.359 -0.052
H 3.184 -1.073 -0.321 0.051
H 3.945 -1.870 -1.704 0.077
H 4.279 -0.143 -1.368 0.076
H 0.167 -2.496 -2.456 0.144
C 0.017 -1.546 -1.818 -0.293
C -0.609 1.447 -2.246 -0.258
H -1.726 1.521 -2.051 0.054
H -0.287 2.567 -2.323 0.077
C -0.250 0.740 -3.450 -0.286
H 0.442 1.245 -4.142 0.102
C -0.744 -0.503 -3.831 -0.078
H -1.811 -0.824 -3.573 0.075
H -0.174 -1.219 -4.483 0.066
C 2.183 -3.243 4.251 -0.088
C 2.393 -3.041 2.876 -0.093
C 1.490 -2.322 2.108 -0.065
C 0.346 -1.690 2.657 -0.205
C -0.469 -0.735 1.944 -0.177
C -1.597 -0.316 2.588 -0.177
C -1.914 -0.654 3.934 -0.072
C -1.055 -1.466 4.678 -0.046
C 0.098 -1.998 4.056 -0.185
C 1.020 -2.735 4.824 -0.045
H 2.888 -3.778 4.871 0.094
H 3.308 -3.462 2.438 0.102
H 1.660 -2.228 1.039 0.082
H -2.300 0.350 2.090 0.048
H -2.829 -0.268 4.397 0.098
H -1.254 -1.685 5.730 0.107
H 0.820 -2.860 5.883 0.106
```

Its charge is 0. The HOMO energy is -7.420 eV. The value obtained for the gap between HOMO and LUMO is 7.19 eV. The calculated total energy is -1213.74507 Eh.